1.
An isolated molecule of C11H16ClO3PS3 at a distorted geometry. Source: the Open Molecules 2025 dataset; level of theory: wB97M-V/def2-TZVPD.

Computed properties:
relative energy (zero: lowest compared OMol25 entry of this formula, charge and spin) = 0.00 kcal per mole
total charge = 0
highest occupied orbital energy = -8.699 eV
orbital gap = 8.9 eV

Geometry as XYZ:
```
35
C11H16ClO3PS3, DFT wB97M-V/def2-TZVPD
O 2.648 -2.539 -2.477
S -3.388 0.014 -1.754
Cl 3.024 2.514 2.231
O -0.564 0.616 -1.264
O -2.013 -0.024 0.906
S -1.148 -2.373 -0.851
C 1.731 0.114 1.688
C 3.193 1.009 -0.042
C 1.465 -1.002 0.893
C 2.959 -0.143 -0.805
C 2.592 1.131 1.226
C 2.087 -1.158 -0.342
S 1.818 -2.673 -1.279
C 0.213 -2.300 -2.038
C 0.278 2.767 -1.659
C -3.113 -0.672 2.960
C -0.628 1.942 -0.785
C -2.867 -1.016 1.502
P -1.766 -0.339 -0.689
H 1.255 0.249 2.687
H 3.917 1.740 -0.355
H 0.812 -1.825 1.206
H 3.421 -0.223 -1.793
H 0.276 -1.295 -2.531
H 0.047 -3.016 -2.846
H -0.241 2.908 -2.597
H 1.272 2.337 -1.824
H 0.419 3.743 -1.204
H -3.744 -1.453 3.393
H -3.631 0.297 3.041
H -2.199 -0.583 3.525
H -0.328 2.011 0.256
H -1.622 2.353 -0.865
H -2.355 -1.991 1.491
H -3.821 -1.120 0.997
```

=====

2.
A structure of composition C45H37FMnN5O5S2. Source: the Open Molecules 2025 dataset; level of theory: wB97M-V/def2-TZVPD.

Computed properties:
relative energy (zero: lowest compared OMol25 entry of this formula, charge and spin) = 0.00 kcal per mole
multiplicity = 6
total charge = +1
highest occupied orbital energy (alpha / beta) = -9.025 / -10.259 eV
orbital gap (alpha / beta) = 6.1 / 6.6 eV
⟨S²⟩ = 8.836

Geometry as XYZ:
```
96
C45H37FMnN5O5S2, DFT wB97M-V/def2-TZVPD
Mn -1.792 1.802 0.902
F 1.496 -2.270 -3.235
C 1.238 -2.491 -1.931
C 0.289 -1.742 -1.315
C -0.046 -1.974 0.031
C -0.945 -1.050 0.688
O -1.541 -0.153 0.036
C -1.034 -1.192 2.104
C -0.483 -2.294 2.692
N 0.269 -3.225 2.061
C 0.679 -4.349 2.894
C 0.936 -5.749 2.439
C 2.066 -4.903 2.989
C 0.588 -3.027 0.717
C 1.570 -3.777 0.058
C 1.937 -3.531 -1.264
N 2.906 -4.258 -1.896
C 3.306 -5.573 -1.437
C 4.639 -5.530 -0.672
N 5.409 -4.388 -1.160
C 5.245 -4.216 -2.596
C 3.835 -3.663 -2.860
C -1.642 -0.151 3.028
O -2.100 -0.467 4.098
O -1.518 1.092 2.618
H -0.228 -0.962 -1.857
H -0.649 -2.438 3.751
H 0.146 -4.277 3.831
H 0.924 -5.978 1.387
H 0.536 -6.531 3.068
H 2.815 -4.538 2.300
H 2.437 -5.124 3.980
H 2.141 -4.517 0.589
H 3.406 -6.209 -2.320
H 2.516 -6.017 -0.832
H 5.156 -6.487 -0.819
H 4.469 -5.412 0.403
H 6.385 -4.488 -0.917
H 5.197 -2.773 1.311
H 5.402 -5.151 -3.152
H 5.980 -3.501 -2.965
H 3.531 -3.862 -3.891
H 3.845 -2.586 -2.707
C -2.511 5.842 2.559
C -2.742 4.415 2.150
O -1.771 3.783 1.719
C -4.070 3.825 2.292
C -5.046 4.511 3.040
C -6.310 4.009 3.223
C -6.646 2.788 2.637
C -5.724 2.089 1.895
C -4.418 2.577 1.707
O -3.625 1.855 0.929
H -1.529 6.148 2.209
H -2.535 5.922 3.648
H -3.280 6.503 2.162
H -4.790 5.457 3.496
H -7.035 4.550 3.815
H -7.640 2.381 2.770
H -5.973 1.141 1.439
S 4.800 -0.558 0.472
C 5.123 -1.781 1.770
C 3.978 -1.680 2.717
C 3.044 -0.767 2.394
C 3.306 -0.051 1.191
C 2.450 0.873 0.533
C 1.184 1.185 1.094
N 0.249 1.817 0.436
C 0.513 2.260 -0.824
C 1.779 2.148 -1.413
C 1.960 2.705 -2.725
C 0.932 3.262 -3.403
C -0.392 3.297 -2.852
C -1.526 3.762 -3.528
C -2.774 3.692 -2.935
C -2.861 3.133 -1.642
N -1.805 2.698 -0.985
C -0.583 2.784 -1.564
C -3.975 4.161 -3.622
C -4.053 5.097 -4.619
C -5.375 5.304 -5.078
C -6.280 4.528 -4.420
S -5.538 3.537 -3.245
C 2.755 1.432 -0.711
H 6.077 -1.557 2.252
H 3.933 -2.307 3.597
H 2.159 -0.599 2.992
H 0.913 0.864 2.092
H 2.945 2.657 -3.173
H 1.091 3.670 -4.393
H -1.427 4.144 -4.536
H -3.809 3.026 -1.131
H -3.198 5.638 -4.998
H -5.643 6.004 -5.854
H -7.347 4.486 -4.567
H 3.725 1.270 -1.164
```

=====

3.
A structure of composition C42H36FeNO5. Source: the Open Molecules 2025 dataset; level of theory: wB97M-V/def2-TZVPD.

Computed properties:
relative energy (zero: lowest compared OMol25 entry of this formula, charge and spin) = 0.00 kcal per mole
multiplicity = 6
total charge = 0
highest occupied orbital energy (alpha / beta) = -8.192 / -8.223 eV
orbital gap (alpha / beta) = 8.5 / 8.1 eV
⟨S²⟩ = 8.760

Geometry as XYZ:
```
85
C42H36FeNO5, DFT wB97M-V/def2-TZVPD
Fe -0.489 0.705 -0.007
O -0.041 0.520 1.745
C 0.809 -0.395 2.381
C 1.591 -1.230 1.332
C 2.423 -0.381 0.419
C 3.805 -0.476 0.437
C 4.546 0.319 -0.419
C 3.886 1.220 -1.226
C 2.498 1.312 -1.163
C 1.841 2.438 -1.928
C 0.312 2.467 -2.010
O -0.195 2.381 -0.694
C -0.254 1.329 -2.868
C 0.531 0.368 -3.492
C -0.054 -0.685 -4.185
C -1.432 -0.789 -4.261
C -2.227 0.176 -3.654
C -1.641 1.227 -2.970
C -0.079 3.824 -2.604
C -0.156 4.028 -3.978
C -0.476 5.279 -4.490
C -0.727 6.339 -3.632
C -0.642 6.144 -2.259
C -0.318 4.895 -1.749
N 1.784 0.487 -0.390
C 1.826 0.365 3.233
C 2.519 -0.273 4.256
C 3.497 0.401 4.974
C 3.790 1.725 4.676
C 3.100 2.367 3.658
C 2.123 1.692 2.939
C -0.082 -1.295 3.244
C -0.817 -0.683 4.259
C -1.723 -1.404 5.015
C -1.917 -2.759 4.766
C -1.191 -3.378 3.764
C -0.277 -2.649 3.007
H 2.235 -1.943 1.847
H 0.869 -1.773 0.728
H 4.284 -1.160 1.125
H 5.626 0.249 -0.440
H 4.430 1.879 -1.891
H 2.139 3.363 -1.427
H 2.267 2.487 -2.933
H 1.611 0.414 -3.434
H 0.574 -1.430 -4.658
H -1.888 -1.617 -4.791
H -3.307 0.107 -3.715
H -2.258 1.975 -2.487
H 0.032 3.204 -4.657
H -0.538 5.421 -5.561
H -0.992 7.310 -4.029
H -0.835 6.967 -1.583
H -0.267 4.731 -0.681
H 2.285 -1.304 4.498
H 4.026 -0.105 5.772
H 4.547 2.255 5.241
H 3.322 3.402 3.424
H 1.571 2.189 2.151
H -0.672 0.375 4.443
H -2.285 -0.911 5.799
H -2.633 -3.325 5.349
H -1.334 -4.432 3.560
H 0.272 -3.159 2.226
C -0.113 -5.961 -1.146
O -1.472 -5.685 -0.847
C -1.829 -4.394 -0.697
C -3.184 -4.183 -0.352
C -3.625 -2.909 -0.171
C -2.776 -1.781 -0.308
C -3.247 -0.452 -0.071
C -4.691 -0.128 0.197
O -2.492 0.547 -0.083
C -1.412 -2.003 -0.671
O -0.551 -1.058 -0.855
C -0.970 -3.334 -0.864
H -0.025 -7.043 -1.175
H 0.547 -5.561 -0.373
H 0.169 -5.545 -2.115
H -3.836 -5.038 -0.240
H -4.660 -2.768 0.103
H -5.381 -0.953 0.068
H -4.977 0.687 -0.468
H -4.763 0.246 1.219
H 0.063 -3.464 -1.153
```

=====

4.
A structure of composition C10H14BN7O3Ru at a distorted geometry. Source: the Open Molecules 2025 dataset; level of theory: wB97M-V/def2-TZVPD.

Computed properties:
relative energy (zero: lowest compared OMol25 entry of this formula, charge and spin) = 0.00 kcal per mole
multiplicity = 5
total charge = +2
highest occupied orbital energy (alpha / beta) = -15.290 / -16.175 eV
orbital gap (alpha / beta) = 7.7 / 4.0 eV
⟨S²⟩ = 6.025

Geometry as XYZ:
```
36
C10H14BN7O3Ru, DFT wB97M-V/def2-TZVPD
H 0.740 3.162 1.692
N 0.504 1.710 0.156
B 0.200 0.446 -2.018
N 0.559 1.743 -1.230
C 0.967 2.972 -1.609
Ru 0.025 0.060 1.182
H 1.066 3.214 -2.658
C 1.115 3.767 -0.466
H 1.400 4.799 -0.421
C 0.785 2.960 0.628
H 0.311 0.619 -3.192
C -1.351 -2.008 2.479
H -1.241 -2.312 3.538
H -0.332 -1.848 1.959
H -1.883 -2.884 2.059
N -1.256 0.000 -1.682
N 1.134 -0.684 -1.490
N -1.545 -0.184 -0.349
N 1.150 -0.928 -0.121
C -2.377 -0.216 -2.415
C 2.034 -1.491 -2.074
H -2.422 -0.077 -3.487
H 2.165 -1.464 -3.153
C -3.402 -0.570 -1.546
C 2.612 -2.296 -1.104
C -2.849 -0.546 -0.249
C 2.017 -1.962 0.117
H -4.410 -0.809 -1.811
H 3.365 -3.045 -1.246
H -3.316 -0.750 0.705
H 2.152 -2.341 1.126
H -1.893 -1.052 2.368
O -0.186 0.989 3.552
N 0.983 0.543 3.668
O 1.740 0.560 4.620
O 1.440 -0.075 2.471
```

=====

5.
A cluster of 2 separate species, C2H5N3O2 in total at a distorted geometry. Source: the Open Molecules 2025 dataset; level of theory: wB97M-V/def2-TZVPD.

Computed properties:
relative energy (zero: lowest compared OMol25 entry of this formula, charge and spin) = 63.79 kcal per mole
total charge = 0
highest occupied orbital energy = -9.230 eV
SMILES = Oc1cn[nH]n1.O
orbital gap = 9.8 eV

Geometry as XYZ:
```
12
C2H5N3O2, DFT wB97M-V/def2-TZVPD
C 1.641 0.230 0.115
C 1.697 -1.178 0.084
H 2.204 1.992 0.322
H 2.556 -1.836 0.217
H -1.292 -0.429 -0.175
H -3.618 0.958 -0.887
H -3.213 0.496 0.426
N 0.418 -1.618 0.056
N -0.279 -0.539 -0.113
N 0.406 0.579 0.183
O 2.641 1.129 0.276
O -3.161 0.218 -0.504
```

=====

6.
A cluster of 2 separate species, C4H5NO in total at a distorted geometry. Source: the Open Molecules 2025 dataset; level of theory: wB97M-V/def2-TZVPD.

Computed properties:
relative energy (zero: lowest compared OMol25 entry of this formula, charge and spin) = 153.91 kcal per mole
total charge = 0
highest occupied orbital energy = -9.259 eV
SMILES = C#[N+][O-].C1=CC1
orbital gap = 10.2 eV

Geometry as XYZ:
```
11
C4H5NO, DFT wB97M-V/def2-TZVPD
C 1.335 2.312 1.063
C -0.938 -1.345 -1.400
C -0.389 -1.296 0.007
C 0.139 -0.491 -0.850
N 0.797 1.634 1.827
O 0.265 0.854 2.527
H 1.632 3.085 0.498
H -0.703 -2.290 -1.772
H -1.907 -1.053 -1.629
H -0.864 -1.751 0.903
H 0.636 0.342 -1.174
```

=====

7.
A structure of composition C22H36BF4N3O7OsPS3. Source: the Open Molecules 2025 dataset; level of theory: wB97M-V/def2-TZVPD.

Computed properties:
multiplicity = 5
total charge = +1
highest occupied orbital energy (alpha / beta) = -11.173 / -11.325 eV
orbital gap (alpha / beta) = 8.9 / 6.1 eV
⟨S²⟩ = 6.013

Geometry as XYZ:
```
78
C22H36BF4N3O7OsPS3, DFT wB97M-V/def2-TZVPD
Os 0.599 0.004 0.354
O -1.893 1.359 -0.342
S -2.512 1.931 0.847
C -1.728 3.528 1.210
C -1.878 4.567 0.100
C -1.092 4.286 -1.176
C 0.424 4.371 -0.994
S 1.399 2.869 -1.239
O 0.874 1.983 -0.086
C 0.802 2.311 -2.819
C 1.580 2.737 -3.888
C 1.207 2.382 -5.174
C 0.092 1.582 -5.373
C -0.658 1.139 -4.293
C -0.313 1.509 -3.002
C -4.219 2.258 0.588
C -4.952 2.804 1.638
C -6.300 3.047 1.441
C -6.892 2.731 0.223
C -6.149 2.167 -0.803
C -4.796 1.918 -0.627
H -0.690 3.241 1.395
H -2.159 3.866 2.153
H -1.549 5.517 0.534
H -2.937 4.697 -0.137
H -1.389 5.017 -1.928
H -1.374 3.315 -1.581
H 0.715 4.698 0.008
H 0.885 5.075 -1.692
H 2.486 3.306 -3.718
H 1.806 2.704 -6.014
H -0.183 1.285 -6.377
H -1.515 0.498 -4.452
H -0.893 1.157 -2.163
H -4.489 3.014 2.594
H -6.894 3.468 2.240
H -7.947 2.919 0.078
H -6.624 1.914 -1.741
H -4.194 1.468 -1.404
C 4.121 -3.978 2.830
N 3.512 -2.888 2.078
C 4.440 -1.808 1.754
P 2.027 -2.975 1.417
O 1.508 -1.543 1.241
N 1.991 -3.737 -0.030
C 3.012 -4.721 -0.369
C 1.089 -3.412 -1.125
N 1.150 -3.855 2.483
C 0.016 -4.672 2.061
C 1.065 -3.429 3.881
H 4.982 -4.378 2.288
H 3.406 -4.780 2.999
H 4.467 -3.607 3.797
H 5.228 -2.160 1.084
H 4.900 -1.449 2.678
H 3.923 -0.983 1.280
H 3.587 -5.006 0.511
H 3.696 -4.321 -1.121
H 2.537 -5.622 -0.765
H 0.262 -2.803 -0.773
H 0.672 -4.340 -1.526
H 1.619 -2.885 -1.921
H 0.146 -5.000 1.033
H -0.919 -4.114 2.149
H -0.037 -5.554 2.702
H 1.916 -2.802 4.140
H 1.074 -4.312 4.524
H 0.146 -2.869 4.054
F 3.465 0.553 -0.426
B 3.201 -0.253 -1.512
F 3.683 -1.520 -1.418
F 3.376 0.368 -2.709
F 1.616 -0.453 -1.398
O -1.545 -1.598 3.117
S -1.540 -0.737 1.984
O -1.207 -1.369 0.684
O -0.414 0.347 2.051
O -2.819 0.022 1.893
```

=====

8.
An isolated molecule of C22H38O7 at a distorted geometry. Source: the Open Molecules 2025 dataset; level of theory: wB97M-V/def2-TZVPD.

Computed properties:
relative energy (zero: lowest compared OMol25 entry of this formula, charge and spin) = 6.74 kcal per mole
total charge = 0
highest occupied orbital energy = -9.051 eV
SMILES = CCCCCCCCCCCCCCCC(=O)OC[C@H](O)[C@H]1OC(=O)C(O)=C1O
orbital gap = 9.4 eV

Geometry as XYZ:
```
67
C22H38O7, DFT wB97M-V/def2-TZVPD
C -8.009 -1.708 0.042
H -8.062 -1.838 -1.037
C -6.694 -1.046 0.435
C -5.491 -1.881 0.000
C -4.151 -1.310 0.463
C -3.782 0.006 -0.219
C -2.385 0.468 0.186
C -1.951 1.729 -0.558
C -0.554 2.188 -0.145
C -0.106 3.428 -0.918
C 1.305 3.885 -0.543
C 2.387 2.971 -1.117
C 3.803 3.342 -0.673
C 4.051 3.262 0.838
C 3.525 1.992 1.506
H 3.720 2.052 2.579
H 2.446 1.935 1.369
C 4.167 0.713 0.957
C 3.342 -0.512 1.228
O 3.752 -1.550 1.682
O 2.061 -0.329 0.859
C 1.165 -1.419 0.974
H 1.637 -2.225 1.548
H 0.277 -1.058 1.502
C 0.722 -1.915 -0.416
O -0.394 -2.749 -0.317
H -0.123 -3.594 0.069
C 1.854 -2.637 -1.190
C 2.491 -3.761 -0.422
C 3.812 -3.535 -0.339
C 4.093 -2.262 -1.014
O 5.155 -1.714 -1.141
O 2.925 -1.765 -1.496
O 4.766 -4.288 0.251
H 5.581 -3.764 0.265
O 1.733 -4.767 0.071
H 2.312 -5.386 0.537
H 1.415 -2.996 -2.132
H 0.415 -1.047 -1.010
H 4.255 0.777 -0.129
H 5.164 0.557 1.368
H 3.578 4.117 1.325
H 5.126 3.344 1.013
H 4.505 2.683 -1.190
H 4.025 4.361 -0.998
H 2.346 3.028 -2.208
H 2.182 1.937 -0.842
H 1.383 3.922 0.545
H 1.466 4.899 -0.918
H -0.145 3.221 -1.990
H -0.810 4.238 -0.714
H 0.151 1.372 -0.313
H -0.550 2.411 0.925
H -2.668 2.530 -0.362
H -1.963 1.533 -1.633
H -2.365 0.657 1.262
H -1.679 -0.338 -0.023
H -3.814 -0.133 -1.302
H -4.506 0.780 0.040
H -3.366 -2.039 0.249
H -4.178 -1.161 1.546
H -5.602 -2.889 0.410
H -5.488 -1.969 -1.089
H -6.642 -0.058 -0.025
H -6.665 -0.911 1.519
H -8.854 -1.100 0.356
H -8.098 -2.687 0.509
```